1.
Here is a structure of composition C26H29BeCl2F3KMgN2O6S2 at a distorted geometry from the OMol25 dataset. Energies are from the ωB97M-V functional and the def2-TZVPD basis.

Structure (ORCA input):
```
! RIJCOSX wB97M-V def2-TZVPD def2/J DEFGRID3
* xyz 1 1
C 1.48 3.05 2.98
C 1.32 4.22 2.83
C 1.28 5.65 2.47
C 2.17 5.94 1.28
C 3.11 6.97 1.39
C 3.99 7.32 0.38
C 3.94 6.60 -0.79
C 3.03 5.57 -0.90
C 2.10 5.21 0.10
N 1.17 4.17 -0.10
C 1.79 3.01 -0.65
C 1.48 1.79 -0.12
C 2.10 0.65 -0.63
C 3.02 0.75 -1.67
C 3.32 1.95 -2.25
C 2.70 3.09 -1.73
S 3.03 4.66 -2.35
H 1.63 2.00 3.11
H 0.25 5.98 2.32
H 1.71 6.17 3.33
H 3.15 7.52 2.32
H 4.73 8.10 0.46
H 4.56 6.74 -1.68
H 0.46 4.46 -0.77
H 0.77 1.72 0.69
H 1.83 -0.30 -0.18
H 3.49 -0.16 -2.00
H 4.04 2.02 -3.06
C -0.03 -1.73 3.70
F 0.04 -1.03 4.82
F 0.66 -2.92 3.93
F -1.31 -2.07 3.53
S 0.66 -0.83 2.25
O 2.03 -0.57 2.62
O -0.17 0.36 2.16
O 0.50 -1.75 1.14
N -1.79 -5.70 1.02
C -3.03 -6.17 1.10
C -4.15 -5.40 1.30
C -3.98 -4.02 1.44
C -2.69 -3.52 1.36
C -1.63 -4.42 1.15
H -3.07 -7.23 0.98
H -5.13 -5.87 1.35
H -4.82 -3.37 1.60
H -2.49 -2.46 1.46
H -0.51 -4.03 1.07
Be 0.51 -3.79 5.75
Cl 0.56 -4.10 -0.25
C -0.17 6.50 -3.86
C -0.09 7.35 -5.11
O -0.98 7.36 -5.91
C 1.16 8.17 -5.30
H -1.11 5.96 -3.85
H 0.65 5.77 -3.85
H -0.11 7.13 -2.97
H 2.04 7.52 -5.35
H 1.28 8.88 -4.47
H 1.09 8.73 -6.23
K -5.59 -7.82 1.37
C -2.07 -9.62 -0.77
C -2.94 -8.33 -0.88
O -4.02 -8.42 -0.09
H -2.56 -10.54 -1.07
H -1.15 -9.54 -1.37
H -1.87 -9.63 0.28
H -3.11 -8.16 -1.96
H -2.21 -7.48 -0.63
Mg -0.71 -8.30 1.03
O -6.93 -11.73 2.00
H -7.83 -12.03 2.16
H -6.49 -12.51 1.65
Cl 5.93 6.53 -3.09
*
```

The LUMO energy is -7.29 eV.

Löwdin population analysis, charges in e, atoms 1 to 5: C 0.14; C -0.11; C -0.13; C -0.12; C 0.04

***

2.
Here is a structure of composition C27H31BN14O4V from the OMol25 dataset. Energies are from the ωB97M-V functional and the def2-TZVPD basis.

Structure (ORCA input):
```
! RIJCOSX wB97M-V def2-TZVPD def2/J DEFGRID3
* xyz 2 2
V 0.14 -0.30 -0.36
C 2.51 -1.73 2.09
C 2.72 -1.80 0.62
C 3.82 -2.35 -0.02
C 3.56 -2.23 -1.38
N 2.38 -1.64 -1.53
N 1.85 -1.36 -0.31
B 1.61 -1.42 -2.87
N 0.19 -2.01 -2.71
C -0.57 -2.73 -3.55
C -1.85 -2.83 -3.01
C -1.82 -2.11 -1.83
C -2.92 -1.89 -0.86
N -0.57 -1.62 -1.65
N 1.39 0.10 -3.04
C 1.74 0.93 -4.03
C 1.14 2.15 -3.81
C 0.40 2.00 -2.64
C -0.49 3.06 -2.07
N 0.57 0.75 -2.16
N 2.38 -2.07 -3.98
C 2.48 -3.40 -4.28
C 3.59 -3.57 -5.05
C 4.16 -2.28 -5.17
C 5.40 -1.89 -5.90
N 3.45 -1.39 -4.50
H 3.11 -2.50 2.57
H 2.80 -0.77 2.50
H 1.47 -1.89 2.35
H 4.68 -2.80 0.44
H 4.13 -2.54 -2.24
H -0.18 -3.10 -4.47
H -2.69 -3.35 -3.44
H -3.85 -2.29 -1.26
H -2.72 -2.38 0.09
H -3.08 -0.83 -0.65
H 2.40 0.58 -4.81
H 1.19 3.02 -4.44
H -0.63 3.83 -2.83
H -1.47 2.68 -1.80
H -0.05 3.56 -1.21
H 1.77 -4.12 -3.92
H 3.94 -4.49 -5.49
H 5.51 -2.47 -6.81
H 5.37 -0.83 -6.16
H 6.29 -2.06 -5.29
O -2.35 -1.34 2.21
C -1.28 -0.82 2.24
O -0.43 -0.98 1.14
C -0.74 0.00 3.36
C -1.50 0.00 4.56
C -1.04 0.76 5.60
C 0.16 1.49 5.45
C 0.71 2.28 6.49
C 1.88 2.94 6.31
C 2.58 2.84 5.08
C 2.07 2.10 4.06
C 0.84 1.41 4.21
N 0.36 0.67 3.17
H -2.40 -0.58 4.62
H -1.58 0.80 6.54
H 0.18 2.33 7.44
H 2.30 3.53 7.11
H 3.52 3.35 4.97
H 2.60 1.99 3.12
N 3.05 1.36 -0.43
N 2.71 2.31 0.52
C 1.44 2.50 0.91
N 1.16 3.55 1.65
N 0.52 1.59 0.48
N -0.80 1.85 0.62
O -1.30 2.69 1.31
O -1.46 1.04 -0.08
H 3.77 0.74 -0.07
H 3.37 1.81 -1.28
H 3.40 2.96 0.86
H 1.88 4.21 1.90
H 0.25 3.65 2.07
*
```

The LUMO energy (alpha / beta) is -8.03 / -7.41 eV. Its energy above the lowest of the compared OMol25 structures with the same formula, charge and spin is 0.0 kJ/mol.

Löwdin population analysis, charges in e, atoms 1 to 5: V 1.17; C 0.01; C -0.29; C 0.03; C 0.01

***

3.
Here is a cluster of 5 separate species, C44H47ClF2NO20SSi in total at a distorted geometry from the OMol25 dataset. Energies are from the ωB97M-V functional and the def2-TZVPD basis.

Structure (ORCA input):
```
! RIJCOSX wB97M-V def2-TZVPD def2/J DEFGRID3
* xyz -1 1
C -0.15 -2.49 1.26
C 1.38 -2.85 0.94
C 2.01 -1.87 -0.18
N 1.12 -1.70 -1.39
C 1.27 -2.93 -2.21
C -0.15 -3.67 -2.53
C -0.51 -4.85 -1.50
C -2.14 -4.98 -1.49
S -2.83 -5.84 -2.97
O -4.35 -5.82 -2.79
O -2.45 -7.31 -3.05
Cl -2.46 -4.87 -4.78
C 1.62 -0.46 -2.05
C 3.17 -0.45 -2.43
O 3.81 0.66 -2.23
O 3.89 -1.48 -3.00
C 0.65 0.10 -3.23
F 1.44 1.15 -3.85
F 0.41 -0.85 -4.27
C -0.66 0.85 -2.70
C -1.79 -0.10 -2.06
Si -2.82 0.77 -0.65
C -2.95 -0.48 0.84
C -1.98 2.33 0.06
C -4.61 1.02 -1.27
C -5.72 1.18 -0.16
C -7.22 1.35 -0.45
C -7.66 1.36 -1.94
C -6.58 1.24 -3.04
C -5.05 1.07 -2.76
H -0.23 -1.34 1.24
H -0.51 -2.83 2.29
H -0.89 -2.87 0.48
H 1.97 -2.65 1.92
H 1.55 -3.95 0.69
H 2.24 -0.89 0.35
H 3.03 -2.34 -0.45
H 1.73 -2.75 -3.25
H 1.89 -3.73 -1.64
H -0.02 -4.18 -3.56
H -1.01 -2.93 -2.66
H -0.13 -5.88 -1.86
H -0.17 -4.69 -0.43
H -2.53 -5.44 -0.52
H -2.55 -3.90 -1.51
H 1.52 0.36 -1.24
H -0.31 1.70 -2.04
H -1.15 1.34 -3.63
H -2.56 -0.36 -2.87
H -1.41 -1.07 -1.60
H -4.02 -0.52 1.27
H -2.21 -0.24 1.68
H -2.75 -1.52 0.39
H -2.31 2.51 1.16
H -2.12 3.28 -0.56
H -0.84 2.14 0.13
H -5.39 1.16 0.95
H -7.96 1.43 0.42
H -8.77 1.45 -2.16
H -6.90 1.24 -4.13
H -4.27 0.96 -3.58
C -3.98 5.90 -3.21
C -4.62 7.06 -3.38
C -5.68 7.50 -2.42
O -6.24 8.57 -2.59
C -6.02 6.61 -1.31
C -5.37 5.45 -1.15
C -4.30 5.02 -2.09
O -3.72 3.97 -1.90
O -5.68 4.61 -0.12
O -4.34 7.89 -4.42
H -3.21 5.57 -3.90
H -6.80 6.93 -0.63
H -5.07 3.84 -0.22
H -4.94 8.65 -4.31
C 6.46 -5.18 2.35
C 5.80 -4.03 2.22
C 4.75 -3.62 3.21
O 4.18 -2.55 3.07
C 4.45 -4.54 4.31
C 5.12 -5.69 4.44
C 6.18 -6.08 3.47
O 6.77 -7.14 3.63
O 4.85 -6.55 5.46
O 6.05 -3.18 1.19
H 7.22 -5.49 1.65
H 3.68 -4.24 5.01
H 5.46 -7.31 5.32
H 5.45 -2.42 1.32
C 11.91 -9.23 5.67
C 12.26 -8.04 5.18
C 11.24 -7.04 4.75
O 11.60 -5.96 4.31
C 9.83 -7.42 4.86
C 9.47 -8.61 5.35
C 10.50 -9.59 5.81
O 10.14 -10.66 6.27
O 8.17 -8.97 5.46
O 13.57 -7.69 5.04
H 12.64 -9.96 5.99
H 9.09 -6.69 4.52
H 8.18 -9.87 5.84
H 13.56 -6.79 4.67
C -4.26 13.19 -1.50
C -3.94 11.90 -1.37
C -4.69 11.00 -0.45
O -4.38 9.83 -0.38
C -5.78 11.58 0.34
C -6.09 12.87 0.22
C -5.36 13.76 -0.72
O -5.69 14.93 -0.82
O -7.10 13.42 0.95
O -2.92 11.36 -2.09
H -3.73 13.86 -2.17
H -6.30 10.92 1.02
H -7.13 14.36 0.68
H -2.89 10.42 -1.82
*
```

The LUMO energy is -0.66 eV.

Löwdin population analysis, charges in e, atoms 1 to 5: C -0.13; C -0.22; C -0.20; N -0.11; C -0.17